Arrangement one

{
  "formula": "C7H14N2",
  "method": "ωB97M-V/def2-TZVPD",
  "symbols": ["C", "C", "C", "H", "H", "H", "H", "H", "H", "H", "H", "C", "C", "C", "C", "N", "N", "H", "H", "H", "H", "H", "H"],
  "coordinates": [[0.021, -1.994, -1.958], [-0.409, -3.463, -1.929], [0.745, -1.549, -0.682], [0.626, -1.828, -2.853], [-0.848, -1.364, -2.149], [0.372, -3.946, -1.351], [1.678, -1.020, -0.862], [0.124, -0.805, -0.178], [-0.561, -3.967, -2.876], [-1.313, -3.582, -1.331], [0.811, -2.386, 0.005], [-1.049, 2.311, -0.781], [0.982, 1.629, 0.626], [-0.364, 1.711, 0.389], [-0.176, 0.670, 2.239], [1.082, 0.902, 1.800], [-1.072, 1.115, 1.400], [1.910, 1.684, 0.076], [1.875, 0.359, 2.099], [-1.069, 3.400, -0.887], [-2.098, 2.037, -0.798], [-0.351, 0.055, 3.105], [-0.606, 1.969, -1.718]],
  "mulliken_charge": [-0.31, -1.23, -0.56, 0.32, 0.28, 0.34, 0.25, -0.15, 0.34, 0.30, 0.40, -1.28, -0.65, 0.85, -0.26, -0.05, -0.55, 0.40, 0.25, 0.32, 0.33, 0.39, 0.27],
  "homo_lumo_gap_ev": 9.53,
  "homo_ev": -8.7,
  "smiles": "Cc1c[nH]cn1.CCC",
  "charge": 0,
  "e_lumo_ev": 0.87
}

Arrangement two

{
  "formula": "C7H14N2",
  "method": "ωB97M-V/def2-TZVPD",
  "symbols": ["C", "C", "C", "C", "N", "N", "H", "H", "H", "H", "H", "H", "C", "C", "C", "H", "H", "H", "H", "H", "H", "H", "H"],
  "coordinates": [[-2.330, 1.669, 1.756], [-1.303, -1.433, 0.112], [-1.898, 0.294, 1.356], [-1.498, -0.738, 2.186], [-1.726, -0.169, 0.085], [-1.058, -1.769, 1.391], [-1.189, -1.901, -0.852], [-0.574, -2.585, 1.714], [-1.204, -0.817, 3.227], [-2.129, 1.757, 2.838], [-3.345, 1.878, 1.446], [-1.619, 2.417, 1.341], [1.893, -0.375, -1.101], [0.767, -0.166, -2.103], [2.870, 0.857, -1.202], [1.388, -0.568, -0.140], [2.514, -1.277, -1.355], [0.149, 0.658, -1.765], [2.665, 1.272, -2.165], [0.115, -1.037, -2.173], [1.045, 0.056, -3.120], [2.609, 1.553, -0.410], [3.858, 0.425, -1.067]],
  "mulliken_charge": [-0.95, -0.45, 0.49, -0.32, -0.55, -0.05, 0.50, 0.19, 0.34, 0.27, 0.26, 0.25, 0.03, -1.20, -1.02, 0.13, 0.26, 0.33, 0.29, 0.15, 0.46, 0.28, 0.31],
  "homo_lumo_gap_ev": 9.44,
  "homo_ev": -8.6,
  "smiles": "Cc1c[nH]cn1.CCC",
  "charge": 0,
  "e_lumo_ev": 0.87
}

Arrangement three

{
  "formula": "C7H14N2",
  "method": "ωB97M-V/def2-TZVPD",
  "symbols": ["C", "C", "C", "C", "C", "C", "C", "N", "N", "H", "H", "H", "H", "H", "H", "H", "H", "H", "H", "H", "H", "H", "H"],
  "coordinates": [[-0.259, -1.933, -1.727], [0.177, 2.098, -0.673], [-1.912, -0.256, 0.449], [0.167, -0.832, 1.747], [0.227, -0.868, -0.803], [0.986, 0.936, -0.141], [-0.405, -0.389, 0.413], [1.984, 1.325, 0.730], [1.289, -0.131, -1.020], [2.249, 2.298, 0.768], [2.722, 0.657, 0.890], [0.515, -2.173, -2.456], [-1.141, -1.584, -2.272], [-0.547, -2.835, -1.183], [-0.603, 1.750, -1.345], [0.839, 2.774, -1.227], [-0.280, 2.660, 0.142], [-2.396, -1.206, 0.709], [-2.320, 0.079, -0.506], [-2.208, 0.470, 1.211], [0.096, -0.036, 2.495], [-0.394, -1.691, 2.132], [1.215, -1.113, 1.665]],
  "mulliken_charge": [-1.38, -1.61, -1.69, -1.51, 0.32, 1.12, 1.17, -0.44, -0.83, 0.23, 0.23, 0.39, 0.29, 0.34, 0.34, 0.48, 0.33, 0.38, 0.35, 0.40, 0.31, 0.44, 0.33],
  "homo_lumo_gap_ev": 8.47,
  "homo_ev": -7.5,
  "charge": 0,
  "e_lumo_ev": 0.93
}

Arrangement four

{
  "formula": "C7H14N2",
  "method": "ωB97M-V/def2-TZVPD",
  "symbols": ["C", "C", "C", "C", "C", "N", "N", "H", "H", "H", "H", "H", "H", "H", "H", "C", "C", "H", "H", "H", "H", "H", "H"],
  "coordinates": [[0.793, -0.424, 0.871], [2.074, -0.294, 1.728], [0.912, 0.268, -0.440], [1.144, -0.257, -1.687], [0.979, 1.930, -1.802], [0.809, 1.635, -0.535], [1.183, 0.809, -2.532], [0.529, -1.472, 0.726], [-0.001, 0.069, 1.434], [2.200, 0.764, 1.962], [1.275, -1.284, -1.984], [0.932, 2.917, -2.231], [1.311, 0.803, -3.520], [2.935, -0.587, 1.131], [1.957, -0.845, 2.657], [-2.770, -1.707, 2.011], [-3.919, -1.020, 1.260], [-2.982, -1.701, 3.078], [-2.625, -2.710, 1.620], [-1.872, -1.117, 1.835], [-3.756, -1.022, 0.183], [-4.026, 0.019, 1.564], [-4.854, -1.559, 1.424]],
  "mulliken_charge": [-0.23, -1.33, 0.62, -0.63, -0.27, -0.60, -0.03, 0.35, 0.04, 0.34, 0.40, 0.43, 0.16, 0.34, 0.37, -0.28, -0.95, 0.30, 0.27, -0.18, 0.29, 0.29, 0.31],
  "homo_lumo_gap_ev": 9.44,
  "homo_ev": -8.6,
  "smiles": "CCc1c[nH]cn1.CC",
  "charge": 0,
  "e_lumo_ev": 0.86
}

Most stable = arrangement four

Arrangement one

{
  "formula": "C7H14N2",
  "method": "ωB97M-V/def2-TZVPD",
  "symbols": ["C", "C", "C", "C", "C", "N", "N", "C", "C", "H", "H", "H", "H", "H", "H", "H", "H", "H", "H", "H", "H", "H", "H"],
  "coordinates": [[1.650, 0.198, 0.175], [-1.208, -1.368, 1.191], [-1.464, 1.890, -0.969], [0.073, -0.686, -0.792], [-0.969, -0.391, 0.064], [1.227, 1.269, 0.878], [2.190, -0.905, 0.911], [-1.351, 0.956, 0.222], [0.411, -1.225, -1.940], [2.104, 0.434, -0.788], [2.990, -0.627, 1.467], [-0.045, 1.372, 0.671], [1.149, 1.012, 1.863], [2.449, -1.679, 0.313], [-2.091, 1.136, 0.999], [-1.311, -2.384, 0.807], [-2.102, -1.107, 1.758], [-0.344, -1.369, 1.864], [-0.323, -1.680, -2.597], [1.442, -1.244, -2.283], [-0.636, 1.741, -1.662], [-2.398, 1.727, -1.513], [-1.448, 2.930, -0.640]],
  "mulliken_charge": [-0.05, -1.46, -1.24, -0.01, 0.62, -0.79, -0.54, -0.31, -0.70, 0.45, 0.24, 0.22, 0.37, 0.22, 0.45, 0.35, 0.38, 0.30, 0.29, 0.23, 0.29, 0.34, 0.36],
  "homo_lumo_gap_ev": 9.23,
  "homo_ev": -8.3,
  "charge": 0,
  "e_lumo_ev": 0.92
}

Arrangement two

{
  "formula": "C7H14N2",
  "method": "ωB97M-V/def2-TZVPD",
  "symbols": ["C", "C", "C", "C", "N", "N", "H", "H", "H", "H", "H", "H", "C", "C", "C", "H", "H", "H", "H", "H", "H", "H", "H"],
  "coordinates": [[-0.010, 2.642, -1.858], [-1.355, 1.191, 1.150], [-0.911, 1.969, -0.871], [-2.208, 1.589, -0.980], [-0.335, 1.776, 0.370], [-2.485, 1.010, 0.335], [-1.382, 1.007, 2.150], [-3.366, 0.809, 0.743], [-3.037, 1.594, -1.750], [-0.188, 2.477, -2.944], [1.104, 2.506, -1.726], [-0.204, 3.690, -1.863], [0.916, -1.626, 0.287], [2.391, -2.064, -0.040], [0.392, -2.260, 1.581], [0.864, -0.550, 0.534], [0.426, -1.918, -0.537], [2.794, -3.005, 0.444], [3.106, -1.292, 0.388], [1.145, -2.243, 2.381], [-0.484, -1.788, 1.931], [2.544, -2.207, -1.105], [0.283, -3.307, 1.379]],
  "mulliken_charge": [-1.13, -0.39, 0.79, -0.61, -0.60, -0.06, 0.56, 0.22, 0.34, 0.33, 0.28, 0.28, 0.10, -1.12, -1.29, 0.05, 0.34, 0.28, 0.27, 0.32, 0.34, 0.33, 0.37],
  "homo_lumo_gap_ev": 9.65,
  "homo_ev": -8.8,
  "smiles": "Cc1c[nH]cn1.CCC",
  "charge": 0,
  "e_lumo_ev": 0.89
}

Most stable = arrangement two

Arrangement one

{
  "formula": "C7H14N2",
  "method": "ωB97M-V/def2-TZVPD",
  "symbols": ["C", "C", "C", "H", "H", "H", "H", "H", "H", "H", "H", "C", "C", "C", "C", "N", "N", "H", "H", "H", "H", "H", "H"],
  "coordinates": [[-0.433, 2.053, 2.100], [-0.352, 2.393, 0.589], [0.634, 2.751, 2.936], [-1.425, 2.340, 2.454], [-0.419, 0.970, 2.248], [-1.176, 3.065, 0.350], [0.971, 2.226, 3.837], [-0.525, 1.510, -0.035], [0.572, 2.884, 0.306], [1.551, 2.916, 2.376], [0.288, 3.737, 3.255], [-1.022, -3.296, -0.513], [0.213, -1.631, -3.398], [-0.302, -2.390, -1.452], [0.896, -1.759, -1.322], [-0.698, -2.309, -2.778], [1.238, -1.287, -2.559], [0.215, -1.338, -4.435], [1.931, -0.563, -2.677], [1.505, -1.611, -0.444], [-1.827, -3.805, -1.041], [-1.494, -2.803, 0.333], [-0.343, -4.051, -0.132]],
  "mulliken_charge": [-0.16, -0.94, -1.11, 0.27, 0.25, 0.27, 0.32, 0.20, 0.32, 0.32, 0.27, -1.09, -0.21, 0.73, -0.65, -0.59, -0.10, 0.40, 0.24, 0.40, 0.32, 0.27, 0.30],
  "homo_lumo_gap_ev": 9.42,
  "homo_ev": -8.6,
  "smiles": "Cc1c[nH]cn1.CCC",
  "charge": 0,
  "e_lumo_ev": 0.81
}

Arrangement two

{
  "formula": "C7H14N2",
  "method": "ωB97M-V/def2-TZVPD",
  "symbols": ["N", "N", "C", "C", "C", "C", "C", "C", "C", "H", "H", "H", "H", "H", "H", "H", "H", "H", "H", "H", "H", "H", "H"],
  "coordinates": [[0.176, -1.757, 0.703], [0.865, -0.639, 1.237], [2.333, -0.583, 1.252], [-1.257, 0.503, -1.637], [0.035, 1.376, -1.209], [-1.308, -0.861, -1.061], [0.116, 1.504, 0.217], [-1.029, -0.961, 0.442], [-0.299, 0.264, 1.009], [-0.122, -2.354, 1.473], [2.653, -0.495, 0.230], [2.718, 0.233, 1.900], [2.678, -1.507, 1.663], [-1.219, 0.380, -2.735], [-2.159, 0.924, -1.375], [1.062, 0.983, -1.581], [-0.062, 2.462, -1.542], [-2.327, -1.220, -1.246], [-0.736, -1.486, -1.775], [-0.636, 2.267, 0.513], [1.061, 1.894, 0.551], [-1.822, -1.414, 0.984], [-0.722, 0.486, 1.985]],
  "mulliken_charge": [-0.70, 0.04, -0.86, -0.81, -0.41, -1.12, -0.96, 0.26, -0.14, 0.27, 0.33, 0.29, 0.30, 0.31, 0.42, 0.23, 0.28, 0.24, 0.43, 0.35, 0.38, 0.55, 0.31],
  "homo_lumo_gap_ev": 8.00,
  "homo_ev": -7.0,
  "smiles": "CN1N[C@@H]2CCCC[C@@H]21",
  "charge": 0,
  "e_lumo_ev": 1.03
}

Arrangement three

{
  "formula": "C7H14N2",
  "method": "ωB97M-V/def2-TZVPD",
  "symbols": ["C", "C", "C", "C", "N", "N", "H", "H", "H", "H", "H", "H", "C", "C", "C", "H", "H", "H", "H", "H", "H", "H", "H"],
  "coordinates": [[0.430, 0.599, 2.394], [-1.000, 2.638, 2.115], [-0.893, 1.213, 2.186], [-2.964, 1.656, 1.793], [-2.306, 2.851, 1.894], [-2.068, 0.680, 1.864], [-0.213, 3.331, 2.351], [-2.770, 3.702, 1.587], [0.528, 0.136, 3.385], [1.316, 1.225, 2.347], [-4.024, 1.531, 1.738], [0.612, -0.158, 1.617], [0.762, -2.023, -2.474], [1.196, -2.156, -1.039], [1.561, -1.108, -3.400], [0.593, -2.981, -2.988], [-0.254, -1.615, -2.512], [1.349, -1.229, -0.506], [2.154, -2.703, -0.884], [2.575, -1.457, -3.642], [1.078, -1.006, -4.369], [0.650, -2.974, -0.557], [1.688, -0.150, -2.899]],
  "mulliken_charge": [-0.78, -0.46, 0.61, -0.28, -0.09, -0.63, 0.38, 0.22, 0.26, 0.32, 0.41, 0.05, -0.21, -1.01, -1.10, 0.30, 0.25, 0.19, 0.32, 0.29, 0.31, 0.36, 0.30],
  "homo_lumo_gap_ev": 9.16,
  "homo_ev": -8.3,
  "smiles": "Cc1c[nH]cn1.CCC",
  "charge": 0,
  "e_lumo_ev": 0.90
}

Arrangement four

{
  "formula": "C7H14N2",
  "method": "ωB97M-V/def2-TZVPD",
  "symbols": ["C", "C", "C", "C", "N", "N", "H", "H", "H", "H", "H", "H", "C", "C", "C", "H", "H", "H", "H", "H", "H", "H", "H"],
  "coordinates": [[-0.531, -1.953, 2.208], [2.570, -0.911, 0.816], [0.633, -1.149, 1.705], [0.970, 0.164, 1.849], [1.665, -1.810, 1.068], [2.210, 0.313, 1.280], [3.504, -1.081, 0.299], [2.689, 1.198, 1.234], [0.379, 0.958, 2.276], [-0.151, -2.654, 2.961], [-0.932, -2.528, 1.381], [-1.274, -1.323, 2.683], [-0.554, 0.766, -1.506], [-1.154, 0.040, -2.702], [-1.357, 2.065, -1.134], [-0.508, 0.156, -0.607], [0.454, 1.124, -1.704], [-1.492, 0.732, -3.469], [-0.692, 2.916, -1.076], [-1.981, -0.599, -2.388], [-0.425, -0.620, -3.174], [-2.170, 2.266, -1.830], [-1.855, 1.930, -0.170]],
  "mulliken_charge": [-1.12, -0.20, 0.82, -0.77, -0.62, 0.00, 0.42, 0.18, 0.39, 0.33, 0.28, 0.30, 0.49, -1.30, -1.12, -0.27, 0.26, 0.35, 0.27, 0.32, 0.35, 0.36, 0.28],
  "homo_lumo_gap_ev": 9.47,
  "homo_ev": -8.6,
  "smiles": "Cc1c[nH]cn1.CCC",
  "charge": 0,
  "e_lumo_ev": 0.84
}

Most stable = arrangement four